The following is a quantum chemistry calculation of a cluster of 3 separate species, C36H74N4O5S in total in a non-equilibrium geometry, from OMol25.

Its SMILES is CCCCCCCCCCCCCCC[C@]1(N=C=S)C[C@@H](CCCC)NC1=O.COCCNCCOC.COCCNCCOC. The spin multiplicity is 1. The value obtained for the HOMO energy is -8.6275 eV. The value obtained for the energy is -2409.35585 a.u.

Element x y z (Å)
C 5.324 -5.375 3.890
H 5.457 -3.483 -0.297
H -2.445 -0.931 -0.043
H -7.941 5.724 2.819
C 1.305 2.472 -3.543
H 0.651 -0.498 3.676
H -4.768 -2.303 1.811
C 4.670 -0.666 -1.038
C 3.699 -4.466 0.440
O 2.496 2.293 -4.305
H 2.806 -4.984 0.086
H -3.165 -0.042 2.673
H 2.229 -0.189 -7.854
H 5.535 -0.906 -1.661
H -10.004 3.120 3.816
H 1.510 0.334 -0.065
H 0.506 2.525 -5.971
H -0.795 -2.158 1.944
H 2.206 -2.548 -1.082
C 0.478 0.143 2.824
C 4.640 -4.083 -0.700
O 0.641 2.874 0.872
C 4.972 -4.464 2.706
C 1.402 1.333 2.616
C 4.463 -5.289 1.513
O 0.234 0.103 -7.625
H 2.339 -2.502 -2.816
O -9.296 4.235 2.280
H 4.290 -3.652 2.962
C 1.552 0.292 -7.148
H 1.502 2.045 -2.555
H -1.644 -0.360 -7.108
H 5.112 -5.017 -1.026
H 3.617 -0.637 -2.896
C 2.900 3.430 -5.042
H 1.816 1.353 -7.111
H -0.693 1.731 -3.436
H -2.783 -1.734 2.685
H 5.747 -6.302 3.496
S 1.313 1.994 6.266
C -0.737 -1.414 1.146
H 3.076 0.612 3.719
N -0.302 2.319 -5.401
H 5.870 1.077 -0.538
C 4.152 -5.774 4.808
H -9.004 6.057 1.448
H -6.901 3.221 2.096
H 3.026 -4.656 6.269
C -2.059 -0.640 0.932
C 4.028 -3.466 -1.974
H 4.685 0.206 2.098
H 4.852 -3.050 -2.561
H 4.724 -1.335 -0.183
C 2.918 -2.396 -1.895
C 0.474 -0.532 1.439
N -6.398 3.906 1.548
C -5.530 3.200 0.608
H 3.619 -3.652 4.968
H 2.876 4.334 -4.427
H 1.303 -1.246 1.490
N 0.685 0.562 0.480
C 3.411 -0.925 -1.862
H 3.924 3.259 -5.371
C -6.165 2.321 -0.466
C -1.225 1.501 -6.185
H -6.857 2.873 -1.113
C -8.401 5.283 1.930
H 3.806 -6.089 1.859
C 3.199 -4.627 5.193
H -6.813 5.699 0.566
H 3.355 2.166 2.982
H -4.870 2.564 1.203
H -0.499 -0.534 -5.796
H 2.235 -4.765 4.704
C -7.352 4.822 0.938
C -0.779 0.113 -6.636
H -0.506 0.617 2.944
C -4.512 -1.296 1.485
C -9.126 3.721 3.586
H 5.910 -3.999 2.385
C 3.954 1.379 0.483
H 6.083 -4.910 4.523
H 1.072 3.531 -3.405
H 2.568 -0.301 -1.549
H -4.892 3.940 0.114
H 3.588 -6.608 4.388
C 1.043 2.258 4.737
H -4.532 -1.272 0.398
C 0.893 1.766 1.224
C 2.921 1.184 2.798
H -7.883 4.369 0.091
H 4.479 2.265 0.851
H 4.496 1.378 -1.561
H -9.050 4.525 4.324
H -0.491 -1.966 0.234
H 3.252 -0.466 1.380
C 3.707 0.476 1.686
C -3.108 -0.924 2.032
C -8.075 1.301 0.554
H 3.362 -3.540 0.912
H 5.340 -5.705 1.014
O -6.776 1.139 0.017
N 1.028 2.474 3.549
H -1.829 0.425 0.880
H -8.243 3.078 3.665
H 1.698 -0.159 -6.163
H -2.153 1.394 -5.614
H -8.596 0.349 0.446
C 4.820 0.819 -0.677
H -5.245 -0.601 1.890
H -1.472 2.074 -7.082
H -8.643 2.071 0.027
H 4.588 -6.153 5.734
H 3.024 1.752 0.049
H 3.623 -4.288 -2.567
H 2.281 3.586 -5.932
H -5.354 1.979 -1.114
H 0.458 0.677 -4.277
H -8.040 1.532 1.622
C 0.138 1.720 -4.148

Results of the Mulliken charge analysis, in e, for atoms 1 through 99:
1 C -1.01
2 H 0.31
3 H 0.55
4 H 0.41
5 C -0.42
6 H 0.56
7 H 0.32
8 C -0.15
9 C 0.59
10 O -0.25
11 H 0.50
12 H 0.34
13 H 0.33
14 H 0.51
15 H 0.23
16 H -0.55
17 H 0.11
18 H 0.60
19 H -0.08
20 C -1.14
21 C -0.67
22 O -0.57
23 C 0.01
24 C 3.05
25 C -0.99
26 O -0.44
27 H 0.36
28 O -0.33
29 H 0.07
30 C -0.37
31 H -0.12
32 H 0.36
33 H 0.50
34 H 0.45
35 C -0.84
36 H 0.13
37 H 0.44
38 H 0.36
39 H 0.30
40 S -0.37
41 C -1.37
42 H 0.51
43 N -0.32
44 H 0.42
45 C -0.46
46 H 0.39
47 H 0.08
48 H 0.37
49 C -0.75
50 C -1.29
51 H 0.63
52 H 0.28
53 H -0.03
54 C -0.32
55 C 1.16
56 N -0.30
57 C -0.75
58 H 0.30
59 H 0.35
60 H -0.57
61 N 0.30
62 C 0.76
63 H 0.25
64 C -0.56
65 C -0.72
66 H 0.36
67 C -0.80
68 H 0.33
69 C -1.09
70 H 0.37
71 H 0.47
72 H 0.43
73 H 0.31
74 H 0.24
75 C -0.17
76 C -0.43
77 H 0.33
78 C -1.15
79 C -0.69
80 H 0.32
81 C -0.22
82 H 0.39
83 H 0.54
84 H -0.94
85 H 0.39
86 H 0.33
87 C 0.42
88 H 0.37
89 C -1.01
90 C -1.73
91 H 0.16
92 H 0.53
93 H 0.30
94 H 0.33
95 H 0.26
96 H -0.61
97 C 0.41
98 C -0.42
99 C -0.57